{"formula": "C41H44AuBrGe2O5PS", "method": "ωB97M-V/def2-TZVPD", "elements": ["Au", "O", "S", "O", "O", "C", "C", "C", "C", "C", "C", "P", "C", "C", "C", "C", "C", "C", "C", "C", "C", "C", "C", "C", "H", "H", "H", "H", "H", "H", "H", "H", "H", "H", "H", "H", "H", "H", "C", "C", "Ge", "C", "C", "C", "C", "Ge", "C", "C", "C", "C", "C", "C", "C", "C", "C", "C", "H", "H", "H", "H", "H", "H", "H", "H", "H", "H", "H", "H", "H", "H", "H", "H", "H", "H", "H", "H", "H", "H", "H", "H", "H", "H", "Br", "C", "C", "C", "C", "C", "C", "C", "O", "O", "H", "H", "H", "H"], "coordinates": [[-0.33, 0.08, 0.81], [-1.79, -2.08, -1.14], [-0.70, -2.56, -1.95], [0.07, -3.67, -1.52], [0.27, -1.26, -2.06], [-1.12, -2.63, -3.63], [-1.66, -3.75, -4.25], [-2.03, -3.61, -5.57], [-1.87, -2.39, -6.22], [-1.32, -1.30, -5.58], [-0.89, -1.42, -4.26], [0.03, -0.13, -3.26], [1.55, 0.02, -4.19], [1.56, 0.49, -5.50], [2.76, 0.57, -6.19], [3.94, 0.18, -5.58], [3.93, -0.29, -4.28], [2.74, -0.37, -3.57], [-1.23, 1.14, -3.56], [-2.55, 0.87, -3.21], [-3.53, 1.84, -3.40], [-3.19, 3.06, -3.97], [-1.88, 3.32, -4.34], [-0.89, 2.37, -4.11], [-1.78, -4.68, -3.71], [-2.45, -4.46, -6.10], [-2.19, -2.30, -7.25], [-1.21, -0.36, -6.11], [0.64, 0.80, -5.98], [2.76, 0.94, -7.21], [4.87, 0.24, -6.13], [4.85, -0.60, -3.80], [2.73, -0.73, -2.55], [-2.82, -0.08, -2.77], [-4.55, 1.63, -3.11], [-3.96, 3.81, -4.13], [-1.62, 4.27, -4.78], [0.14, 2.60, -4.37], [-2.78, -1.36, 3.06], [-1.60, -2.34, 3.04], [0.09, -1.42, 2.67], [1.70, -2.50, 2.36], [2.92, -1.61, 2.18], [0.48, -0.37, 4.26], [0.39, 0.96, 4.28], [0.07, 1.79, 2.53], [-1.56, 2.87, 2.43], [-1.30, 4.34, 2.10], [1.69, 2.61, 1.77], [2.48, 3.51, 2.73], [0.52, 1.81, 5.49], [0.38, 3.19, 5.39], [0.48, 4.01, 6.51], [0.71, 3.46, 7.76], [0.84, 2.08, 7.88], [0.74, 1.27, 6.76], [-3.70, -1.85, 3.38], [-2.95, -0.93, 2.07], [-2.59, -0.54, 3.76], [-1.77, -3.13, 2.31], [-1.47, -2.81, 4.01], [1.58, -3.18, 1.53], [1.80, -3.11, 3.27], [2.82, -0.99, 1.28], [3.83, -2.20, 2.06], [3.07, -0.93, 3.02], [0.72, -0.92, 5.17], [-2.08, 2.76, 3.38], [-2.20, 2.43, 1.66], [-0.77, 4.86, 2.90], [-2.24, 4.88, 1.95], [-0.71, 4.44, 1.19], [1.40, 3.17, 0.88], [2.31, 1.78, 1.44], [1.93, 4.42, 2.98], [3.42, 3.82, 2.27], [2.72, 3.00, 3.66], [0.21, 3.65, 4.43], [0.37, 5.08, 6.40], [0.78, 4.09, 8.63], [1.01, 1.63, 8.85], [0.84, 0.20, 6.88], [2.38, 7.55, -3.04], [1.71, 5.86, -2.54], [0.51, 5.78, -1.85], [0.03, 4.54, -1.47], [0.75, 3.38, -1.80], [1.94, 3.48, -2.50], [2.44, 4.72, -2.87], [0.21, 2.07, -1.39], [0.80, 1.03, -1.93], [-0.72, 1.99, -0.58], [-0.04, 6.68, -1.61], [-0.90, 4.45, -0.93], [2.49, 2.58, -2.76], [3.37, 4.81, -3.41]], "lowdin_charge": [0.782, -0.285, 0.628, -0.222, -0.368, -0.279, -0.019, -0.042, -0.037, -0.045, -0.227, 0.968, -0.259, -0.072, -0.058, -0.060, -0.055, -0.060, -0.275, -0.054, -0.047, -0.052, -0.049, -0.074, 0.130, 0.118, 0.116, 0.110, 0.098, 0.113, 0.112, 0.113, 0.114, 0.115, 0.114, 0.113, 0.117, 0.110, -0.188, -0.369, 0.786, -0.367, -0.185, -0.237, -0.343, 0.886, -0.347, -0.153, -0.337, -0.149, -0.236, -0.065, -0.064, -0.075, -0.068, -0.029, 0.072, 0.047, 0.060, 0.062, 0.068, 0.056, 0.069, 0.048, 0.071, 0.061, 0.066, 0.070, 0.049, 0.061, 0.079, 0.038, 0.043, 0.056, 0.065, 0.076, 0.069, 0.064, 0.109, 0.107, 0.108, 0.104, 0.785, -0.680, -0.098, -0.017, -0.170, -0.004, -0.099, -0.546, -0.151, -0.043, 0.109, 0.115, 0.121, 0.108], "homo_energy_ev": -10.69, "energy_ev": -260354.477, "lumo_energy_ev": -2.9, "orbital_gap_ev": 7.8, "total_charge": 1, "relative_energy_ev": 0.948}